Entry from OMol25: C43H43IrN3O4P3Se2 as an isolated structure (wB97M-V/def2-TZVPD).

Output
Relative energy (zero: lowest compared OMol25 entry of this formula, charge and spin), kcal/mol: 8.28
⟨S²⟩: 0.7598

```
! wB97M-V def2-TZVPD RIJCOSX def2/J DEFGRID3
* xyz 1 2
Ir -0.04972 -0.09907 -0.22245
Se 0.17520 2.20685 1.00779
P -1.14948 3.52930 -0.09617
Se -1.98878 -0.26478 1.29849
C -2.04391 4.63505 0.99777
C -3.15375 4.13149 1.67687
C -3.85363 4.94145 2.55654
C -3.44418 6.25174 2.76468
C -2.33698 6.75625 2.09374
C -1.63707 5.95433 1.20714
C -0.39217 4.55071 -1.36442
C -1.19945 5.43010 -2.09518
C -0.64543 6.19743 -3.10440
C 0.71400 6.09828 -3.38856
C 1.51791 5.23120 -2.66361
C 0.96699 4.44955 -1.65791
H -3.46202 3.10404 1.51898
H -4.71674 4.55200 3.08041
H -3.98912 6.88335 3.45433
H -2.01666 7.77563 2.26482
H -0.77534 6.34783 0.68272
H -2.25679 5.51374 -1.86882
H -1.26936 6.88083 -3.66609
H 1.14667 6.70788 -4.17165
H 2.57703 5.16234 -2.87631
H 1.59338 3.77916 -1.08119
C 0.66146 -2.54749 -2.61728
P -0.57392 -2.01912 -1.40198
C -1.98511 -1.71616 -2.52485
C -1.22599 -3.54958 -0.62547
C -2.48271 -3.40947 0.23999
P -2.32271 -2.36790 1.71086
C -1.14826 -3.18818 2.78898
C -3.91249 -2.44436 2.55137
H 0.30138 -3.43698 -3.13775
H 1.61885 -2.74578 -2.14975
H 0.77363 -1.74432 -3.34806
H -2.19406 -2.63406 -3.07819
H -1.75366 -0.93381 -3.24385
H -2.87813 -1.42099 -1.97447
H -0.42559 -4.05324 -0.08812
H -1.48299 -4.18023 -1.48096
H -2.77692 -4.39782 0.60763
H -3.33347 -3.02588 -0.32829
H -1.52974 -4.17880 3.04821
H -1.01650 -2.59521 3.69262
H -0.18599 -3.29475 2.29463
H -4.15137 -3.48273 2.78846
H -4.69060 -2.02204 1.91813
H -3.85603 -1.86955 3.47550
O 2.69596 1.03437 -2.96763
C 1.72443 0.76709 -2.29656
O 1.72030 0.05256 -1.21698
C 0.35497 1.26087 -2.73635
C 0.28723 1.95410 -3.95365
C -0.91319 2.42251 -4.38387
C -2.05754 2.19716 -3.59229
C -3.32838 2.68253 -3.98766
C -4.43023 2.45981 -3.21842
C -4.30172 1.72495 -2.02072
C -3.08930 1.24317 -1.61593
C -1.92681 1.47345 -2.38458
N -0.69551 1.00280 -1.96658
H 1.21435 2.09459 -4.48995
H -1.00537 2.97401 -5.31179
H -3.39899 3.23858 -4.91484
H -5.39845 2.83369 -3.52346
H -5.17711 1.53993 -1.41046
H -3.00865 0.67761 -0.70384
O 1.76429 0.83320 2.53030
C 1.93897 -0.30502 2.14599
N 2.94967 -1.10544 2.56501
C 2.95499 -2.40048 1.92834
C 1.77077 -2.19656 0.96332
O 1.43442 -3.03342 0.14326
N 1.14230 -1.01546 1.21189
C 2.56649 -3.53377 2.88043
C 2.28735 -3.29447 4.21890
C 1.88471 -4.33438 5.05109
C 1.75272 -5.61862 4.54846
C 2.03396 -5.86334 3.20849
C 2.44127 -4.83012 2.38039
C 4.25367 -2.64599 1.16883
C 4.48308 -1.95305 -0.01867
C 5.68561 -2.09930 -0.69018
C 6.67240 -2.93395 -0.17961
C 6.45189 -3.61568 1.00633
C 5.24429 -3.47375 1.67987
H 3.68239 -0.74421 3.15051
H 2.37440 -2.29246 4.61882
H 1.68009 -4.13517 6.09548
H 1.44536 -6.42916 5.19724
H 1.94658 -6.86681 2.81109
H 2.66590 -5.02222 1.33909
H 3.72546 -1.28966 -0.42272
H 5.85041 -1.55689 -1.61255
H 7.61181 -3.04954 -0.70514
H 7.21910 -4.26217 1.41274
H 5.07998 -4.01417 2.60368
*
```